{
  "formula": "C34H36F4FeN6O4S",
  "method": "the ωB97M-V functional and the def2-TZVPD basis",
  "species": ["Fe", "C", "C", "N", "C", "C", "C", "C", "N", "C", "C", "F", "C", "F", "C", "C", "F", "C", "F", "H", "H", "H", "H", "H", "H", "H", "H", "H", "H", "H", "H", "H", "H", "H", "O", "C", "C", "C", "C", "N", "C", "C", "C", "C", "C", "C", "O", "C", "C", "N", "H", "H", "H", "H", "H", "H", "H", "H", "H", "H", "H", "H", "O", "C", "O", "C", "C", "C", "C", "S", "C", "C", "H", "H", "H", "H", "H", "N", "C", "C", "C", "N", "H", "H", "H", "H"],
  "positions_angstrom": [[-0.32116, 1.09813, 0.64164], [-2.68019, 4.26859, 3.10317], [-1.60231, 3.52247, 2.32068], [-1.98681, 2.22255, 1.73170], [-2.29637, 1.19793, 2.77127], [-1.11553, 0.26492, 2.95905], [-3.12939, 2.36174, 0.79493], [-3.16502, 1.19796, -0.19541], [-1.79862, 1.01164, -0.59782], [-1.20100, 1.40477, -1.72150], [0.49569, 3.29195, -1.45562], [0.56462, 3.87683, -0.22381], [1.81155, 2.91145, -2.16236], [2.97529, 3.32288, -1.59794], [1.52263, 3.09455, -3.65346], [-0.43362, 2.10336, -3.94151], [-0.78564, 1.94544, -5.26536], [-1.47007, 1.53208, -3.03347], [-2.68298, 1.22493, -3.55091], [-2.34356, 5.28611, 3.30887], [-2.90845, 3.80090, 4.06078], [-3.60864, 4.34302, 2.53569], [-0.73807, 3.33749, 2.96642], [-1.24925, 4.15092, 1.50105], [-3.15926, 0.61638, 2.44615], [-2.56500, 1.68414, 3.71040], [-0.84439, -0.18786, 1.97873], [-1.37731, -0.64708, 3.49750], [-0.26405, 0.74818, 3.43814], [-2.97779, 3.29698, 0.24793], [-4.07054, 2.44337, 1.34999], [-3.82443, 1.45037, -1.02969], [-3.52264, 0.26944, 0.25829], [2.27556, 3.52394, -4.30487], [6.13999, 0.09624, 2.84947], [5.61174, 1.40699, 2.82183], [4.18001, 1.35186, 2.37075], [3.34539, 2.44202, 2.55256], [2.04422, 2.37544, 2.09811], [1.54954, 1.29378, 1.49210], [2.35105, 0.23771, 1.30774], [3.66837, 0.22901, 1.73451], [1.71140, -0.90339, 0.60005], [2.26972, -2.15705, 0.47917], [1.54680, -3.15744, -0.17118], [2.03156, -4.58351, -0.12865], [1.59335, -5.39403, -1.19683], [0.33561, -2.83032, -0.74629], [-0.17843, -1.55317, -0.56256], [0.49949, -0.61324, 0.10290], [7.06801, 0.13578, 3.09619], [6.16612, 2.04070, 2.12062], [5.65652, 1.88261, 3.80599], [3.69101, 3.34423, 3.04269], [1.36693, 3.21153, 2.21446], [4.30231, -0.63162, 1.58210], [3.22566, -2.38912, 0.93127], [1.60438, -5.04082, 0.76710], [3.12013, -4.60388, -0.01530], [1.87004, -5.01429, -2.03762], [-0.25178, -3.56441, -1.28259], [-1.16437, -1.27539, -0.90717], [-0.67458, -7.22505, -2.62981], [-1.79249, -6.46231, -2.72348], [-2.51542, -6.59717, -3.67571], [-2.04255, -5.50003, -1.62050], [-1.54727, -5.64274, -0.31963], [-1.79513, -4.68610, 0.64861], [-2.53610, -3.51218, 0.36878], [-2.68231, -2.22267, 1.50337], [-3.08114, -3.42548, -0.93115], [-2.84870, -4.39088, -1.89035], [-0.07196, -6.83263, -1.98479], [-0.97562, -6.52265, -0.03405], [-1.39473, -4.81118, 1.64850], [-3.68562, -2.55888, -1.17422], [-3.27042, -4.29180, -2.88358], [-0.24876, 4.08456, -2.35866], [0.04381, 3.58284, -3.69285], [1.01058, 1.61446, -3.70229], [1.31489, 1.45454, -2.18676], [0.15479, 1.83172, -1.32319], [-1.24280, 4.09050, -2.14951], [-0.26053, 4.27909, -4.47118], [1.38730, 0.84976, -4.37582], [1.87670, 0.58759, -1.85175]],
  "forces_ev_per_a": [[-0.1, 0.1, -0.4], [-0.1, 0.0, 0.0], [0.1, -0.1, 0.0], [0.2, 0.0, 0.1], [0.1, 0.0, 0.0], [0.0, -0.1, -0.2], [-0.1, 0.1, 0.2], [0.2, 0.1, -0.2], [0.0, -0.7, 0.0], [0.3, 0.5, 0.4], [0.0, 0.0, 0.0], [0.0, 0.0, -0.1], [0.1, 0.0, 0.1], [-0.1, 0.0, 0.0], [-0.1, -0.1, 0.0], [0.0, 0.0, 0.0], [0.0, 0.0, 0.0], [0.0, 0.0, 0.0], [0.0, 0.0, 0.0], [0.0, 0.0, 0.0], [0.0, 0.0, 0.0], [0.0, 0.0, 0.0], [-0.1, 0.0, 0.0], [0.0, 0.0, 0.0], [0.1, 0.0, 0.0], [0.0, 0.0, 0.0], [0.0, 0.0, 0.2], [-0.1, 0.2, 0.1], [0.0, 0.0, 0.0], [0.0, 0.0, 0.0], [0.0, 0.0, 0.0], [0.0, 0.0, 0.0], [-0.1, 0.1, 0.1], [0.0, 0.0, 0.0], [0.0, 0.0, 0.0], [0.0, 0.0, 0.0], [0.1, -0.2, -0.1], [-0.1, 0.2, 0.0], [0.0, -0.1, 0.0], [-0.4, 0.3, 0.1], [0.0, -0.3, -0.1], [0.1, 0.1, 0.1], [0.1, 0.3, 0.1], [-0.1, -0.2, 0.1], [0.1, 0.0, 0.0], [0.0, 0.0, 0.1], [-0.1, -0.1, -0.2], [-0.2, 0.0, -0.2], [0.2, 0.0, 0.1], [-0.1, -0.3, -0.2], [0.0, 0.0, 0.0], [0.0, 0.0, 0.0], [0.0, 0.0, 0.0], [0.0, 0.0, 0.0], [0.0, 0.0, 0.0], [0.0, 0.0, 0.0], [0.0, 0.0, 0.0], [0.0, 0.0, 0.0], [0.0, 0.0, -0.1], [0.1, 0.0, 0.0], [0.0, 0.0, 0.0], [0.0, 0.0, 0.0], [0.2, 0.1, 0.0], [-0.2, 0.0, 0.0], [0.0, 0.0, 0.0], [0.0, 0.1, 0.1], [0.0, -0.1, 0.1], [-0.1, 0.1, 0.0], [0.1, -0.2, -0.2], [0.0, 0.0, 0.1], [0.0, 0.0, 0.0], [0.1, 0.1, 0.0], [0.0, 0.0, 0.2], [0.0, 0.0, -0.1], [0.0, 0.0, 0.0], [0.0, 0.0, 0.0], [0.0, 0.0, 0.0], [0.0, 0.0, 0.0], [0.0, 0.0, 0.0], [0.0, 0.1, 0.0], [-0.1, 0.0, 0.0], [0.0, 0.1, -0.1], [0.0, 0.0, 0.0], [0.0, 0.0, 0.0], [0.0, 0.0, 0.0], [0.0, 0.0, 0.0]],
  "gap_ev": [5.37, 5.37],
  "homo_energy_ev": [-6.2, -6.2],
  "de_lowest_kj_mol": 231.1,
  "energy_ha": -4007.989688,
  "fmax_ev_per_a": 0.73,
  "multiplicity": 1
}


{
  "formula": "C28H19N5O6RhS",
  "method": "the ωB97M-V functional and the def2-TZVPD basis",
  "species": ["Rh", "O", "C", "O", "C", "C", "C", "N", "C", "C", "C", "C", "C", "C", "C", "N", "C", "C", "C", "C", "C", "N", "H", "H", "H", "H", "H", "H", "H", "H", "H", "H", "O", "C", "O", "C", "C", "C", "C", "C", "C", "N", "O", "O", "H", "H", "H", "H", "S", "C", "N", "C", "C", "C", "C", "H", "H", "H", "H", "H"],
  "positions_angstrom": [[0.21091, -0.22626, 0.32335], [0.90993, -6.36794, 4.01827], [1.10939, -6.05429, 2.82655], [1.37049, -7.04078, 2.12580], [1.03762, -4.67245, 2.29523], [0.53302, -3.66653, 3.09772], [0.46205, -2.39201, 2.55332], [0.85985, -2.15965, 1.30556], [1.38133, -3.11345, 0.53939], [1.48021, -4.41552, 1.00829], [1.85535, -2.66184, -0.79362], [2.55742, -3.48788, -1.65308], [3.01023, -2.97509, -2.86108], [2.75466, -1.65287, -3.16915], [2.04392, -0.88234, -2.25848], [1.60457, -1.38129, -1.10497], [-0.03391, -1.19580, 3.28363], [-0.33773, -1.20436, 4.63412], [-0.77372, -0.03058, 5.23095], [-0.89214, 1.11544, 4.46513], [-0.56716, 1.04554, 3.12034], [-0.14858, -0.08094, 2.55012], [0.20510, -3.88891, 4.10221], [1.88375, -5.21846, 0.40901], [2.76647, -4.51465, -1.39067], [3.56483, -3.60557, -3.54257], [3.10028, -1.20705, -4.09038], [1.82286, 0.16626, -2.42989], [-0.23104, -2.10481, 5.22078], [-1.01351, -0.01531, 6.28524], [-1.22483, 2.04993, 4.89275], [-0.63885, 1.91023, 2.47167], [1.33400, 2.15298, -1.90571], [0.49263, 2.46165, -1.07297], [-0.29877, 1.60362, -0.49516], [0.26120, 3.89906, -0.69669], [1.17986, 4.85575, -1.11455], [1.00641, 6.18519, -0.76980], [-0.09961, 6.52754, -0.01398], [-1.03605, 5.60093, 0.40524], [-0.84485, 4.27383, 0.05831], [-0.29122, 7.94591, 0.36304], [-1.25225, 8.21409, 1.05414], [0.51268, 8.74912, -0.05895], [2.02713, 4.54242, -1.70832], [1.70511, 6.95009, -1.07334], [-1.88760, 5.92582, 0.98375], [-1.56055, 3.52200, 0.35971], [-1.88978, -1.48597, -0.21401], [-2.25319, -1.22785, -1.86438], [-3.28306, -1.94606, -2.38233], [-3.71244, -1.86579, -3.66397], [-3.09376, -1.02403, -4.53397], [-2.02074, -0.25395, -4.05452], [-1.60526, -0.34780, -2.75097], [-3.75360, -2.57748, -1.74655], [-4.54888, -2.49739, -3.92313], [-3.43159, -0.95492, -5.55614], [-1.51585, 0.43267, -4.72153], [-0.80275, 0.26781, -2.36872]],
  "forces_ev_per_a": [[0.0, 0.1, -0.3], [-0.1, 0.0, 0.2], [0.0, 0.2, 0.0], [0.1, -0.5, -0.2], [0.0, 0.0, 0.0], [0.0, 0.1, -0.1], [0.0, 0.0, 0.0], [0.0, 0.0, 0.0], [0.0, 0.0, 0.0], [0.0, 0.0, 0.0], [0.1, 0.0, -0.1], [0.0, 0.0, 0.0], [0.0, 0.0, 0.0], [0.0, 0.0, 0.1], [0.0, 0.0, 0.0], [-0.1, 0.0, 0.2], [0.0, 0.0, 0.0], [0.0, 0.0, 0.0], [0.0, 0.0, 0.0], [0.0, 0.0, 0.0], [0.0, 0.0, 0.0], [0.1, 0.0, -0.1], [0.0, 0.0, 0.0], [0.0, 0.0, 0.0], [0.0, 0.0, 0.0], [0.0, 0.0, 0.0], [0.0, 0.0, 0.0], [0.0, 0.0, 0.0], [0.0, 0.0, 0.0], [0.0, 0.0, 0.0], [0.0, 0.0, 0.0], [0.0, 0.0, 0.0], [0.1, 0.0, 0.1], [-0.3, -0.2, -0.2], [0.0, 0.1, 0.2], [0.1, 0.0, 0.0], [0.0, 0.0, 0.0], [0.0, 0.0, 0.0], [0.0, 0.0, 0.0], [0.0, 0.0, 0.0], [0.0, 0.0, 0.0], [-0.1, 0.0, -0.1], [0.1, 0.0, 0.0], [0.0, 0.0, 0.1], [0.0, 0.0, 0.0], [0.0, 0.0, 0.0], [0.0, 0.0, 0.0], [0.0, 0.0, 0.0], [0.0, 0.0, -0.1], [0.0, -0.1, 0.2], [0.0, 0.0, 0.0], [0.0, 0.0, 0.0], [-0.1, 0.0, 0.0], [0.1, 0.0, 0.1], [0.0, 0.0, 0.0], [0.0, 0.0, 0.0], [0.0, 0.0, 0.0], [0.0, 0.0, 0.0], [0.0, 0.0, 0.0], [0.0, 0.0, 0.0]],
  "total_charge": 1,
  "s2": 6.015,
  "gap_ev": [7.13, 5.52],
  "homo_energy_ev": [-11.0, -11.1],
  "de_lowest_kj_mol": 0.0,
  "energy_ha": -2312.063072,
  "fmax_ev_per_a": 0.55,
  "multiplicity": 5
}


{
  "formula": "C3H4O2Pt",
  "method": "the ωB97M-V functional and the def2-TZVPD basis",
  "species": ["O", "Pt", "O", "C", "C", "C", "H", "H", "H", "H"],
  "positions_angstrom": [[1.86310, 0.01191, 0.18536], [0.33918, 1.09548, -0.01563], [3.35178, 0.53154, 0.22490], [2.96156, -0.39910, -0.50543], [-1.06035, -0.71124, 0.28453], [-1.73884, 0.32528, -0.24870], [-0.59192, -1.46797, -0.35164], [-1.00104, -0.85086, 1.36792], [-1.85688, 0.42486, -1.33248], [-2.26659, 1.04011, 0.39116]],
  "forces_ev_per_a": [[0.5, -0.7, 2.6], [-3.0, 2.1, -0.4], [-0.2, 0.1, 0.2], [2.9, -1.4, -2.3], [1.6, -1.6, 0.8], [-0.9, 2.0, -1.0], [-0.4, -0.1, 0.2], [-0.2, -0.1, -0.2], [-0.3, -0.1, 0.1], [-0.2, -0.2, -0.1]],
  "total_charge": 2,
  "s2": 2.018,
  "gap_ev": [8.96, 6.61],
  "homo_energy_ev": [-21.4, -21.3],
  "de_lowest_kj_mol": 513.7,
  "energy_ha": -385.365063,
  "fmax_ev_per_a": 3.93,
  "multiplicity": 3
}


{
  "formula": "C18H22NO2",
  "method": "the ωB97M-V functional and the def2-TZVPD basis",
  "species": ["C", "C", "C", "C", "C", "C", "C", "C", "C", "H", "H", "H", "H", "H", "H", "H", "H", "H", "H", "H", "C", "C", "O", "C", "C", "N", "C", "C", "C", "C", "C", "O", "H", "H", "H", "H", "H", "H", "H", "H", "H", "H", "H"],
  "positions_angstrom": [[-2.14152, -1.18249, 2.82224], [-1.36777, 0.08847, 2.90303], [-2.17006, 1.33272, 3.08530], [0.02997, 0.07828, 2.92817], [0.80920, 1.27719, 2.87661], [2.17977, 1.23292, 2.86729], [2.84379, 0.01680, 2.92765], [2.12716, -1.16924, 3.00009], [0.75747, -1.15169, 2.99697], [-1.70634, -1.86757, 2.09345], [-2.17440, -1.68383, 3.79082], [-3.17076, -0.99547, 2.50755], [-1.64113, 2.22920, 2.76766], [-3.09439, 1.28761, 2.50471], [-2.44133, 1.45888, 4.13544], [0.32110, 2.23348, 2.81846], [2.75165, 2.14633, 2.80885], [3.92122, -0.00694, 2.92124], [2.65804, -2.10681, 3.06210], [0.21958, -2.08049, 3.07958], [1.72168, 1.06455, -2.86417], [0.30160, 1.27474, -2.38906], [-0.39276, 0.06268, -2.19756], [-1.70714, 0.34021, -1.86161], [-2.49153, -0.73834, -1.40289], [-3.80687, -0.62397, -0.97328], [-4.53420, 0.52746, -1.14062], [-5.81699, 0.63675, -0.69325], [-6.40364, -0.43214, -0.04309], [-5.68689, -1.60223, 0.13131], [-4.40862, -1.69311, -0.34441], [-2.16693, 1.48505, -1.92519], [2.31786, 1.97348, -2.77334], [2.20136, 0.28256, -2.27507], [1.73889, 0.74818, -3.90821], [0.27295, 1.80593, -1.42654], [-0.28176, 1.88274, -3.09910], [-2.03408, -1.70641, -1.36521], [-4.06207, 1.35661, -1.63689], [-6.36435, 1.55412, -0.83322], [-7.40598, -0.34988, 0.34271], [-6.13045, -2.42837, 0.65900], [-3.83742, -2.59429, -0.20073]],
  "forces_ev_per_a": [[-0.2, 0.1, -0.6], [-0.5, 0.0, 0.7], [0.2, 0.1, -0.9], [1.0, 0.1, -0.1], [-0.4, -0.3, 0.0], [0.1, 0.3, 0.0], [-0.1, 0.0, 0.0], [0.0, -0.4, 0.1], [-0.4, 0.3, -0.1], [0.1, 0.0, 0.1], [0.1, 0.0, 0.1], [0.1, 0.1, 0.2], [0.0, 0.0, 0.2], [0.0, -0.1, 0.1], [0.0, -0.2, 0.1], [-0.1, 0.1, 0.0], [0.0, 0.1, 0.0], [0.2, 0.0, 0.0], [0.0, -0.1, 0.0], [0.0, -0.1, -0.1], [-0.1, -0.6, -0.1], [0.2, 1.4, -0.2], [-1.3, -0.6, 0.4], [-0.9, 0.5, 0.1], [0.9, -0.6, 0.0], [0.3, 0.0, -0.1], [0.3, 0.2, -0.2], [-0.5, -0.7, 0.5], [-0.6, 0.3, 0.2], [0.0, 0.2, -0.1], [0.0, 0.4, 0.0], [0.8, 0.1, -0.1], [-0.2, 0.0, 0.0], [0.1, 0.0, 0.0], [0.0, 0.0, 0.0], [0.2, 0.1, -0.2], [0.4, -0.1, 0.2], [-0.2, -0.4, 0.2], [0.3, -0.3, 0.0], [0.1, 0.1, -0.1], [-0.2, 0.0, 0.0], [0.0, -0.3, 0.0], [0.3, 0.1, -0.2]],
  "total_charge": 1,
  "gap_ev": 3.72,
  "homo_energy_ev": -9.6,
  "de_lowest_kj_mol": 137.9,
  "energy_ha": -904.008379,
  "fmax_ev_per_a": 1.43,
  "multiplicity": 1
}